(1)
The following is a quantum chemistry calculation of 40 unconnected molecules or ions with the total composition H80O40 in a non-equilibrium geometry, from the OMol25 dataset.

Geometry as XYZ:
```
120
Properties=species:S:1:pos:R:3:mulliken_charge:R:1
H 4.35 1.48 -4.82 0.280
H 3.07 1.96 -4.28 0.278
O 4.00 2.22 -4.33 -0.586
H -0.09 -2.14 2.56 0.211
H -0.88 -3.09 1.77 0.258
O -1.12 -2.46 2.48 -0.463
H 0.09 -4.32 -2.55 0.265
H 1.09 -5.38 -2.82 0.351
O 0.24 -5.22 -3.14 -0.634
H -1.80 0.28 -4.69 0.442
H -2.69 -1.08 -4.38 0.179
O -2.79 -0.19 -4.63 -0.728
H 6.39 -1.08 1.76 0.317
H 4.98 -0.93 2.24 0.212
O 5.55 -1.54 1.66 -0.623
H -0.30 1.56 3.27 -0.106
O 0.25 1.74 2.58 0.300
H -2.79 -0.15 1.87 -0.191
O -2.19 0.18 2.44 0.091
H -1.21 2.86 -3.45 0.419
H -0.53 2.27 -2.33 0.237
O -0.21 2.76 -3.12 -0.665
H 2.87 -3.39 1.82 0.196
H 1.74 -4.20 2.41 0.251
O 2.51 -3.70 2.60 -0.647
H -3.63 2.59 0.73 0.219
H -2.17 3.23 0.71 0.283
O -3.02 2.98 1.31 -0.524
H -2.51 0.14 -1.59 0.024
H -3.50 -0.32 -2.91 0.244
O -3.44 -0.01 -2.04 -0.189
H 1.46 5.26 -1.97 0.320
O 0.54 5.55 -1.98 -0.646
H 4.07 -1.10 -5.21 0.263
H 2.69 -0.93 -4.73 0.267
O 3.35 -1.56 -4.93 -0.551
H -0.81 1.91 6.04 0.231
H 0.17 1.58 6.90 0.277
O -0.08 1.31 5.94 -0.497
H 2.39 2.08 3.71 0.116
H 1.77 0.69 4.42 0.350
O 2.19 1.18 3.52 -0.525
H 0.30 3.31 0.97 0.223
H 0.05 3.91 -0.19 0.045
O -0.31 3.84 0.70 -0.388
H -1.69 4.69 2.39 0.321
H -2.21 3.72 3.28 0.308
O -1.74 4.59 3.29 -0.686
H -2.57 -2.62 3.60 0.315
H -3.68 -2.02 4.72 0.226
O -3.13 -1.87 3.98 -0.503
H -2.83 -3.51 -1.87 0.329
O -1.97 -3.47 -1.33 -0.714
H 0.17 -3.50 -1.43 -0.167
H 1.60 -3.48 -0.79 0.172
O 0.72 -3.30 -0.56 0.175
H 5.23 -0.88 4.33 0.357
O 4.22 -0.74 4.49 -0.611
H 4.55 2.65 2.20 0.265
H 4.56 2.28 0.81 0.287
O 5.06 2.08 1.67 -0.651
H 2.97 -0.57 2.84 -0.221
H 2.52 -1.92 2.19 0.303
O 2.53 -1.05 2.03 0.498
H 1.21 -6.28 1.27 0.302
H -0.21 -6.18 0.40 0.357
O 0.34 -6.68 1.16 -0.630
H -5.55 2.26 -0.16 0.233
H -5.18 1.33 -1.24 0.196
O -4.82 2.03 -0.72 -0.522
H 1.54 -1.58 -2.01 0.231
H 1.45 -0.26 -1.79 0.031
O 1.06 -0.97 -2.32 -0.094
H 0.33 0.85 -4.09 0.191
H -0.36 -0.34 -5.15 0.395
O -0.34 0.25 -4.22 -0.683
H 1.57 0.71 1.23 -0.061
H 1.98 -0.09 0.06 0.160
O 1.68 0.83 0.16 -0.481
H 5.11 1.05 -1.50 0.284
H 5.49 0.68 -2.93 0.239
O 4.85 0.50 -2.25 -0.478
H -3.40 -2.82 0.40 0.303
H -4.25 -2.07 1.44 0.290
O -3.68 -1.81 0.64 -0.714
H 3.79 -2.41 -1.14 0.304
H 4.61 -2.27 0.07 0.237
O 3.93 -2.88 -0.32 -0.580
H 2.90 2.39 -2.00 0.271
O 2.99 2.69 -1.10 -0.554
H -4.95 -0.02 1.61 0.250
H -5.68 -0.91 2.53 0.370
O -5.76 -0.44 1.63 -0.661
H -1.66 -2.52 -1.47 0.385
H 0.77 0.96 2.25 0.272
H 3.88 -0.37 3.74 0.092
H -2.78 0.23 3.22 0.101
H 0.04 4.86 -2.37 0.320
H 2.71 2.11 -0.56 0.354
O -3.18 0.95 6.17 -0.624
H -2.88 0.24 5.62 0.332
H -3.03 1.79 5.89 0.273
O -3.60 -2.88 -4.70 -0.625
H -3.72 -3.26 -3.85 0.305
H -2.69 -2.70 -4.65 0.366
O -3.08 2.83 -4.00 -0.510
H -3.48 3.71 -3.85 0.247
H -3.04 2.75 -4.94 0.273
O -3.54 4.80 -1.11 -0.509
H -3.31 4.35 -0.32 0.369
H -3.25 5.60 -0.98 0.251
O -4.52 -2.55 -1.89 -0.794
H -4.28 -2.05 -1.02 0.571
H -4.63 -1.78 -2.55 0.394
O 2.47 -4.46 -2.19 -0.670
H 3.32 -4.89 -2.12 0.298
H 2.56 -3.57 -1.69 0.160
O 2.31 4.15 2.47 -0.605
H 2.27 5.13 2.68 0.281
H 1.34 3.86 2.37 0.311
```

Summary:
maximum force	10.54	eV/Å
frontier orbital gap	9.444	eV

(2)
The following is a quantum chemistry calculation of 40 unconnected molecules or ions with the total composition H80O40 in a non-equilibrium geometry, from the OMol25 dataset.

Geometry as XYZ:
```
120
Properties=species:S:1:pos:R:3:mulliken_charge:R:1
H 5.61 2.93 -1.95 0.269
H 4.01 3.06 -1.65 0.277
O 4.84 2.60 -1.48 -0.549
H -6.09 0.58 1.71 0.316
H -6.02 1.70 0.70 0.321
O -6.62 1.04 1.07 -0.651
H 0.09 1.37 -3.60 0.190
H -0.93 2.54 -4.06 0.185
O -0.59 1.99 -3.35 -0.292
H 0.46 2.25 0.16 0.255
H 0.44 1.20 -0.91 -0.139
O 0.70 1.32 0.02 0.067
H 1.75 -0.95 -2.70 0.083
H 0.32 -0.26 -2.74 0.238
O 1.27 -0.13 -2.84 -0.505
H -1.03 -4.33 -1.51 0.320
O -0.47 -4.23 -0.74 -0.721
H -1.12 5.06 -0.46 0.265
O -1.58 5.49 -1.19 -0.589
H -0.93 -1.43 -0.05 0.213
H 0.59 -1.31 -0.22 -0.134
O -0.17 -1.70 -0.64 -0.452
H -2.62 0.53 -1.02 0.151
H -2.10 1.25 -2.30 0.403
O -2.10 0.43 -1.80 -0.421
H 0.35 2.23 4.20 0.255
H 0.91 0.69 4.12 0.265
O 0.18 1.31 4.05 -0.606
H -2.85 4.17 -3.69 0.303
H -3.97 3.07 -3.48 0.418
O -3.46 3.58 -4.13 -0.639
H 3.52 -3.14 2.97 0.378
O 3.45 -3.94 2.42 -0.681
H 4.66 1.21 -4.41 0.249
H 5.13 0.97 -2.85 0.401
O 5.36 1.12 -3.76 -0.659
H -4.81 3.92 2.17 0.310
H -4.10 4.95 1.51 0.258
O -4.76 4.28 1.27 -0.544
H -1.91 -6.58 0.49 0.295
H -1.57 -5.03 0.22 0.375
O -1.83 -5.73 0.87 -0.783
H 4.90 -1.27 -0.43 0.306
H 6.00 -0.79 -1.51 0.258
O 5.45 -0.55 -0.76 -0.553
H -2.34 4.19 1.65 0.297
H -2.00 3.50 3.10 0.302
O -1.98 4.26 2.53 -0.746
H 0.66 -1.38 4.97 0.229
H 0.79 -2.95 5.33 0.355
O 1.20 -2.05 5.39 -0.751
H -4.94 -3.24 -0.40 0.391
O -4.65 -4.15 -0.28 -0.620
H 3.09 -1.30 0.14 -0.177
H 2.89 -0.52 1.36 0.079
O 2.40 -0.77 0.57 0.402
H 4.50 -3.44 -0.48 0.284
O 4.49 -2.94 -1.31 -0.605
H -0.03 -3.91 -4.40 0.348
H -0.58 -4.10 -3.02 0.318
O -0.05 -4.55 -3.68 -0.685
H -3.09 -1.83 1.17 0.540
H -3.27 -2.14 -0.28 -0.267
O -2.67 -1.63 0.28 -0.281
H -2.82 3.23 -1.11 0.151
H -2.42 2.01 -0.18 0.158
O -3.14 2.54 -0.52 -0.390
H 2.61 -1.14 4.70 0.229
H 3.96 -1.29 3.82 0.249
O 2.99 -1.29 3.81 -0.589
H -4.55 -1.20 -2.04 0.334
H -5.62 -0.51 -1.21 0.319
O -5.46 -1.28 -1.74 -0.633
H 1.08 1.35 -5.92 0.307
H 2.12 0.85 -4.92 0.348
O 1.78 1.64 -5.34 -0.630
H -5.62 1.80 -2.44 0.301
H -4.35 1.47 -1.71 0.159
O -4.67 1.73 -2.55 -0.586
H 1.79 -3.97 -2.64 0.403
H 2.04 -4.29 -4.14 0.259
O 2.41 -3.86 -3.37 -0.643
H 0.27 2.32 1.70 -0.393
H -0.09 3.53 2.57 0.405
O 0.66 3.02 2.22 -0.524
H -0.89 -3.89 4.38 0.319
H 0.19 -4.62 5.10 0.371
O -0.56 -4.04 5.29 -0.731
H 2.85 -1.90 -4.23 0.246
O 2.88 -1.02 -4.60 -0.550
H 3.11 5.04 1.65 0.314
H 2.78 4.10 0.61 0.258
O 2.90 5.05 0.70 -0.622
H -3.70 -4.07 -0.11 0.322
H -0.38 -3.25 -0.54 0.738
H 4.06 -3.58 -1.92 0.270
H -0.87 5.80 -1.78 0.284
H 2.55 -3.84 2.08 0.238
H 3.77 -0.85 -4.91 0.295
O 0.52 -5.09 2.35 -0.527
H -0.11 -5.42 1.71 0.362
H 1.44 -5.17 2.20 0.240
O 0.75 4.31 -2.85 -0.495
H 1.12 3.43 -2.95 0.229
H 0.91 4.81 -3.63 0.253
O 0.36 -1.85 2.66 0.341
H 0.55 -1.72 1.71 0.073
H 1.28 -1.88 2.98 -0.007
O 4.15 1.54 1.59 -0.634
H 4.80 1.64 0.86 0.324
H 3.38 1.58 1.00 0.171
O -1.57 1.48 1.82 0.132
H -0.87 1.44 1.16 0.423
H -1.11 1.43 2.66 0.210
O -2.99 -1.29 2.70 -0.747
H -2.53 -1.89 3.28 0.268
H -2.54 -0.44 2.67 0.249
O -0.74 3.28 5.62 -0.593
H -1.30 4.04 5.45 0.309
H 0.09 3.67 5.92 0.317
```

Summary:
maximum force	2.45	eV/Å
frontier orbital gap	10.559	eV

- frontier orbital gap of number 2 (H80O40)?
  10.559 eV

- What is the maximum force in the second record?
  2.45 eV/Å

- The lowest maximum force belongs to which entry?
  number 2